Entry 1:
This record from the OMol25 dataset describes C39H45AsO3P2PtSTe as an isolated structure. The level of theory is ωB97M-V/def2-TZVPD.

```
! RIJCOSX wB97M-V def2-TZVPD def2/J DEFGRID3
* xyz 0 3
Pt -0.489 0.320 -0.964
C -3.004 -0.187 -6.616
C -1.591 -0.571 -6.251
O -1.045 0.438 -5.384
P -0.385 0.123 -3.971
O -0.268 1.384 -3.184
Te -1.605 -1.519 -2.734
O 1.088 -0.420 -4.254
C 1.386 -1.759 -4.689
C 2.326 -2.395 -3.694
H -3.405 -0.884 -7.354
H -3.025 0.817 -7.039
H -3.642 -0.207 -5.732
H -0.945 -0.624 -7.129
H -1.573 -1.542 -5.750
H 1.825 -1.683 -5.685
H 0.464 -2.341 -4.753
H 3.234 -1.801 -3.582
H 2.602 -3.398 -4.027
H 1.839 -2.473 -2.720
C 2.545 -5.845 1.306
C 1.299 -5.538 1.833
C 0.669 -4.355 1.478
C 1.267 -3.440 0.608
C 2.508 -3.779 0.063
C 3.138 -4.964 0.411
C 0.511 -2.216 0.258
C 0.920 -0.993 -0.105
C 2.340 -0.582 -0.050
C 2.949 0.056 -1.133
C 4.305 0.360 -1.106
C 5.071 0.063 0.013
C 4.464 -0.519 1.121
C 3.114 -0.827 1.092
H 3.041 -6.769 1.573
H 0.811 -6.224 2.515
H -0.312 -4.129 1.880
H 2.982 -3.118 -0.650
H 4.099 -5.203 -0.028
H -0.563 -2.399 0.253
H 2.359 0.295 -2.010
H 4.762 0.830 -1.969
H 6.130 0.293 0.027
H 5.046 -0.738 2.008
H 2.642 -1.284 1.954
C -6.014 -1.628 1.375
C -5.426 -0.960 2.445
C -4.195 -0.352 2.288
C -3.526 -0.406 1.062
C -4.129 -1.056 -0.004
C -5.367 -1.670 0.152
P -1.927 0.462 0.868
C -1.027 -0.046 2.368
C 0.003 0.766 2.838
C 0.812 0.350 3.882
C 0.616 -0.899 4.457
C -0.399 -1.719 3.989
C -1.219 -1.293 2.953
C -2.421 2.190 1.195
C -2.540 2.719 2.478
C -2.958 4.030 2.661
C -3.273 4.818 1.562
C -3.163 4.295 0.283
C -2.731 2.990 0.099
H -6.978 -2.105 1.498
H -5.932 -0.914 3.401
H -3.746 0.165 3.128
H -3.644 -1.066 -0.971
H -5.823 -2.176 -0.690
H 0.165 1.728 2.366
H 1.604 0.994 4.245
H 1.255 -1.232 5.265
H -0.548 -2.699 4.423
H -2.004 -1.946 2.593
H -2.297 2.113 3.343
H -3.043 4.432 3.663
H -3.602 5.840 1.704
H -3.398 4.906 -0.579
H -2.614 2.598 -0.905
C 2.994 2.593 1.621
As 1.762 3.724 0.682
C 2.873 5.063 -0.145
C 0.779 4.683 2.040
S 0.529 2.827 -0.749
H 3.454 3.158 2.433
H 3.752 2.254 0.918
H 2.471 1.724 2.006
H 3.453 5.595 0.609
H 2.234 5.752 -0.692
H 3.537 4.559 -0.845
H 1.465 5.283 2.639
H 0.245 3.980 2.677
H 0.054 5.323 1.541
*
```

- Frontier orbital gap (alpha / beta): 6.61 / 6.71 eV
- E_LUMO (alpha / beta): 0.51 / -0.41 eV
- HOMO level (alpha / beta): -6.1 / -7.1 eV



Entry 2:
This record from the OMol25 dataset describes C18H21N5O5PdS2 as an isolated structure. The level of theory is ωB97M-V/def2-TZVPD.

```
! RIJCOSX wB97M-V def2-TZVPD def2/J DEFGRID3
* xyz 0 1
Pd 0.357 -0.672 -1.208
C 4.916 2.184 -0.099
N 3.604 2.183 0.523
C 3.332 2.466 1.854
C 2.001 2.373 2.020
N 1.457 2.026 0.782
C 2.464 1.910 -0.151
S 2.372 1.528 -1.788
C 0.054 1.845 0.630
C -0.796 2.821 1.125
C -2.162 2.559 1.225
C -2.635 1.308 0.876
C -1.701 0.419 0.385
N -0.404 0.666 0.189
H 5.655 2.422 0.662
H 4.947 2.924 -0.896
H 5.123 1.206 -0.529
H 4.109 2.700 2.558
H 1.386 2.488 2.893
H -0.381 3.766 1.445
H -2.829 3.318 1.611
H -3.652 0.974 1.043
H -2.026 -0.574 0.095
N -0.533 0.477 -2.688
C -0.568 -0.188 -4.009
C 0.813 -0.685 -4.406
C 1.252 -1.959 -3.690
O 1.927 -2.783 -4.263
O 0.848 -2.120 -2.452
H -1.469 0.757 -2.409
H 0.040 1.320 -2.727
H -0.942 0.507 -4.763
H -1.268 -1.019 -3.937
H 1.564 0.091 -4.227
H 0.832 -0.900 -5.473
N 0.966 -2.083 0.190
C -0.174 -2.313 1.050
C -0.260 -1.643 2.260
C -1.485 -1.582 2.913
C -2.600 -2.188 2.356
C -2.468 -2.976 1.220
C -1.253 -3.032 0.554
S -4.240 -1.737 2.937
O -5.046 -2.923 2.771
O -4.043 -1.268 4.292
O -4.555 -0.663 1.981
H 1.182 -2.895 -0.389
H 1.795 -1.846 0.727
H 0.602 -1.111 2.648
H -1.613 -1.022 3.831
H -3.343 -3.486 0.838
H -1.151 -3.569 -0.383
*
```

- Frontier orbital gap: 7.21 eV
- E_LUMO: -0.99 eV
- HOMO level: -8.2 eV



Entry 3:
This record from the OMol25 dataset describes C6H10N2O3S as an isolated structure. The level of theory is ωB97M-V/def2-TZVPD.

```
! RIJCOSX wB97M-V def2-TZVPD def2/J DEFGRID3
* xyz 0 1
C -2.220 -1.205 -0.401
C 0.964 0.770 -0.984
C 0.347 -1.489 0.026
C -0.216 1.802 -1.140
C 0.757 -0.020 0.342
C 1.915 0.122 1.426
N -1.060 -1.808 0.151
N -0.374 0.679 1.146
O -3.295 -1.760 -0.384
O -2.126 0.120 -0.725
O -2.255 2.182 0.779
S -1.319 1.256 0.172
H 0.910 0.086 -1.870
H 2.087 1.223 -1.113
H 0.769 -1.794 -0.959
H 0.680 -2.327 0.785
H 0.069 2.838 -0.778
H -0.820 1.656 -2.053
H 2.000 1.135 1.606
H 2.869 -0.308 1.073
H 1.599 -0.486 2.243
H -1.282 -2.671 0.660
*
```

- Frontier orbital gap: 10.41 eV
- E_LUMO: 0.42 eV
- HOMO level: -10.0 eV



Entry 4:
This record from the OMol25 dataset describes one molecule with the formula C27H44O. The level of theory is ωB97M-V/def2-TZVPD.

```
! RIJCOSX wB97M-V def2-TZVPD def2/J DEFGRID3
* xyz 0 1
C -0.494 6.879 -1.523
H -1.073 7.780 -1.332
H -1.095 6.210 -2.136
H 0.394 7.156 -2.088
C -0.099 6.204 -0.211
C 0.701 7.178 0.651
H 0.142 8.100 0.796
H 1.645 7.423 0.167
H 0.914 6.755 1.629
C 0.688 4.921 -0.501
C 0.944 4.060 0.733
H 1.568 4.608 1.438
H -0.009 3.849 1.227
C 1.620 2.740 0.361
H 0.966 2.217 -0.334
H 2.557 2.956 -0.159
C 1.911 1.864 1.587
C 3.173 2.373 2.291
H 3.325 1.853 3.235
H 4.046 2.210 1.664
H 3.098 3.436 2.502
H 1.074 1.977 2.284
C 2.070 0.356 1.306
H 2.679 -0.039 2.127
C 2.784 -0.024 0.001
H 3.866 0.032 0.122
H 2.513 0.650 -0.808
C 2.327 -1.459 -0.318
H 1.837 -1.493 -1.291
H 3.177 -2.140 -0.353
C 1.347 -1.858 0.799
C 0.274 -2.888 0.412
C 0.935 -4.134 -0.180
C -0.026 -5.026 -0.892
C -1.262 -4.688 -1.225
C -2.112 -5.629 -2.049
C -3.579 -5.291 -2.058
O -4.443 -6.117 -1.888
C -3.887 -3.841 -2.350
C -2.707 -2.912 -2.075
H -3.084 -1.900 -1.927
H -2.039 -2.890 -2.940
C -1.892 -3.368 -0.849
C -2.830 -3.606 0.344
H -2.260 -3.750 1.258
H -3.423 -4.505 0.189
H -3.510 -2.769 0.479
C -0.795 -2.319 -0.530
C -1.371 -1.041 0.084
C -0.278 -0.008 0.339
H 0.188 0.233 -0.616
H -0.731 0.903 0.736
C 0.789 -0.515 1.312
C 0.224 -0.638 2.726
H 1.002 -0.944 3.421
H -0.180 0.314 3.064
H -0.573 -1.374 2.770
H -1.873 -1.274 1.021
H -2.110 -0.600 -0.587
H -0.316 -2.062 -1.481
H -4.179 -3.778 -3.402
H -4.765 -3.556 -1.767
H -1.779 -5.570 -3.092
H -1.979 -6.662 -1.720
H 0.369 -5.988 -1.192
H 1.441 -4.693 0.612
H 1.704 -3.844 -0.902
H -0.229 -3.186 1.337
H 1.934 -2.304 1.612
H 0.126 4.328 -1.228
H 1.643 5.185 -0.962
H -1.014 5.933 0.328
*
```

- SMILES string: CC(C)CCC[C@H](C)[C@@H]1CC[C@@H]2[C@@H]3CC=C4CC(=O)CC[C@]4(C)[C@H]3CC[C@@]21C
- Frontier orbital gap: 9.67 eV
- E_LUMO: 0.68 eV
- HOMO level: -9.0 eV



Here are the calculated F_max numbers, same order: 0.5 1.1 4.1 0.5 (eV/Å).
Here are the calculated energy relative to the best compared isomer or geometry (same formula, charge and spin) numbers, same order: 35.6 113.8 186.6 0.0 (kJ/mol).